DFT (the ωB97M-V functional and the def2-TZVPD basis) results for a 3-piece molecular cluster, C35H83B2N5O8P overall.

The calculation puts the HOMO energy at -3.756 eV. The total charge is -1. As for the total energy: -72114.7026 eV. Its LUMO energy is 1.7 eV. Its molar mass is 754.7 u. For the HOMO-LUMO gap, the calculation gives 0.2014 Eh.

Each line ends with the Löwdin charge.
Positions of all 134 atoms, in Å:
C: 4.28 2.59 1.68  -0.10
C: 4.84 1.17 1.68  -0.26
C: 3.78 0.05 1.57  -0.20
C: 4.37 -1.12 0.77  -0.19
C: 3.93 -1.23 -0.72  -0.19
C: 3.40 0.04 -1.35  -0.21
C: 2.92 -0.30 -2.78  -0.21
C: 1.58 -1.05 -2.73  -0.23
C: 0.70 -0.79 -3.95  -0.20
C: -0.40 -1.85 -4.21  -0.20
C: -0.88 -2.60 -2.98  -0.22
C: -1.99 -3.64 -3.25  -0.20
C: -3.04 -3.24 -4.29  -0.21
C: -4.05 -2.25 -3.67  -0.20
C: -5.20 -3.01 -2.98  -0.18
C: -6.39 -2.05 -2.69  -0.11
C: -6.89 -2.30 -1.25  -0.54
N: -5.83 -1.93 -0.31  0.12
O: -7.27 -3.62 -1.19  -0.01
B: -8.78 -3.73 -1.33  -0.63
B: -9.36 -4.94 -2.38  -0.50
N: -10.69 -5.54 -2.18  0.12
O: -8.64 -5.40 -3.46  0.09
O: -9.16 -2.36 -1.76  -0.09
C: -8.25 -1.48 -1.09  -0.46
C: -8.36 -0.18 -1.91  -0.15
C: -9.49 0.75 -1.47  -0.22
C: -9.77 1.85 -2.52  -0.20
C: -9.49 3.25 -1.98  -0.22
C: -9.11 4.25 -3.06  -0.29
N: -8.31 5.39 -2.54  -0.02
P: -8.94 -1.43 0.64  0.77
O: -8.16 -2.19 1.66  -0.44
H: 3.70 2.79 0.78  0.07
H: 3.65 2.72 2.55  0.07
H: 5.10 3.28 1.76  0.06
H: 5.62 1.05 0.93  0.08
H: 5.34 1.04 2.63  0.10
H: 2.82 0.40 1.21  0.10
H: 3.61 -0.32 2.58  0.08
H: 5.45 -1.12 0.88  0.10
H: 4.04 -2.04 1.26  0.10
H: 3.26 -2.06 -0.84  0.10
H: 4.82 -1.50 -1.28  0.11
H: 2.53 0.46 -0.86  0.10
H: 4.19 0.79 -1.46  0.10
H: 3.64 -0.96 -3.25  0.11
H: 2.83 0.60 -3.39  0.10
H: 1.03 -0.80 -1.83  0.11
H: 1.81 -2.11 -2.68  0.10
H: 1.30 -0.71 -4.86  0.10
H: 0.20 0.16 -3.81  0.11
H: -0.04 -2.57 -4.94  0.12
H: -1.26 -1.33 -4.63  0.10
H: -0.08 -3.12 -2.48  0.10
H: -1.27 -1.90 -2.25  0.11
H: -2.52 -3.78 -2.31  0.11
H: -1.58 -4.61 -3.50  0.10
H: -2.61 -2.87 -5.21  0.09
H: -3.58 -4.15 -4.54  0.10
H: -4.46 -1.58 -4.42  0.11
H: -3.56 -1.68 -2.89  0.10
H: -5.57 -3.82 -3.60  0.10
H: -4.82 -3.41 -2.04  0.11
H: -7.18 -2.26 -3.39  0.12
H: -6.01 -1.04 -2.81  0.10
H: -6.22 -1.29 0.38  0.05
H: -5.13 -1.39 -0.81  0.06
H: -9.18 -4.06 -0.20  0.09
H: -11.09 -5.12 -1.35  0.04
H: -11.28 -5.26 -2.96  0.06
H: -7.88 -4.81 -3.57  0.07
H: -7.39 0.34 -1.89  0.12
H: -8.57 -0.49 -2.92  0.11
H: -10.37 0.13 -1.35  0.11
H: -9.20 1.22 -0.54  0.07
H: -9.22 1.67 -3.44  0.10
H: -10.83 1.78 -2.76  0.10
H: -10.38 3.62 -1.49  0.11
H: -8.71 3.20 -1.23  0.10
H: -8.55 3.75 -3.84  0.10
H: -10.02 4.62 -3.52  0.10
H: -8.90 6.21 -2.52  0.05
H: -7.57 5.59 -3.20  0.05
H: -9.06 -0.08 1.09  0.00
H: -10.25 -1.92 0.54  0.03
C: 10.79 5.23 -0.22  -0.12
O: 9.40 5.30 0.02  -0.19
C: 8.64 5.83 -1.06  -0.22
C: 7.80 4.76 -1.73  -0.21
N: 8.63 3.82 -2.47  -0.05
C: 7.93 2.62 -2.92  -0.20
C: 7.31 1.70 -1.88  -0.23
O: 8.25 1.01 -1.07  -0.18
C: 8.76 1.73 0.03  -0.10
H: 11.27 5.01 0.72  0.09
H: 11.04 4.44 -0.94  0.08
H: 11.17 6.19 -0.59  0.09
H: 9.28 6.34 -1.78  0.12
H: 7.96 6.58 -0.63  0.12
H: 7.11 5.24 -2.43  0.12
H: 7.21 4.27 -0.95  0.10
H: 9.40 3.53 -1.88  0.07
H: 8.64 2.03 -3.50  0.12
H: 7.14 2.93 -3.62  0.12
H: 6.77 0.92 -2.42  0.12
H: 6.57 2.21 -1.25  0.10
H: 8.02 2.42 0.45  0.08
H: 9.66 2.28 -0.24  0.07
H: 9.03 1.01 0.80  0.09
C: 2.17 0.15 9.64  -0.11
O: 3.27 -0.74 9.63  -0.20
C: 2.97 -2.04 9.13  -0.22
C: 3.62 -2.29 7.79  -0.22
N: 3.00 -1.48 6.74  -0.05
C: 3.73 -1.46 5.48  -0.20
C: 5.15 -0.89 5.47  -0.22
O: 5.22 0.51 5.70  -0.18
C: 5.18 0.90 7.06  -0.10
H: 2.46 1.02 10.22  0.09
H: 1.91 0.48 8.63  0.08
H: 1.30 -0.30 10.11  0.09
H: 1.89 -2.21 9.09  0.12
H: 3.39 -2.76 9.85  0.12
H: 3.51 -3.34 7.53  0.12
H: 4.69 -2.07 7.90  0.10
H: 2.91 -0.53 7.08  0.07
H: 3.13 -0.87 4.78  0.11
H: 3.76 -2.48 5.07  0.12
H: 5.55 -1.04 4.46  0.11
H: 5.82 -1.43 6.15  0.11
H: 5.66 0.17 7.72  0.09
H: 4.16 1.08 7.40  0.07
H: 5.72 1.85 7.14  0.09

DFT (the ωB97M-V functional and the def2-TZVPD basis) results for C3H6N2O3S2 as an isolated structure.

The calculation puts the HOMO energy at -9.078 eV. As for the total energy: -33997.4559 eV. Its LUMO energy is 0.3 eV. Its molar mass is 182.2 u. For the HOMO-LUMO gap, the calculation gives 0.3459 Eh.

Each line ends with the Löwdin charge.
Positions of all 16 atoms, in Å:
C: 0.94 -0.32 0.32  -0.85
C: 0.45 0.72 -1.52  -0.25
C: -0.46 -0.52 -1.66  -0.32
N: 1.31 0.73 -0.26  0.11
N: 0.01 -0.16 2.88  -0.15
O: 1.70 -0.77 1.32  -0.18
O: 2.47 -0.55 3.75  -0.31
O: 2.24 1.37 2.38  -0.15
S: -0.64 -0.94 0.23  0.99
S: 1.56 -0.07 2.66  0.68
H: 1.15 0.72 -2.42  0.13
H: -0.04 1.71 -1.50  0.11
H: -1.22 -0.25 -2.29  0.05
H: 0.16 -1.37 -1.95  0.07
H: 2.91 1.52 3.05  0.08
H: -0.31 0.29 3.65  -0.02

DFT (the ωB97M-V functional and the def2-TZVPD basis) results for C37H53N2O4SSe4TeTl as an isolated structure.

The calculation puts the HOMO energy at -1.611 eV. The total charge is -2. As for the total energy: -334609.7148 eV. Its LUMO energy is 4.0 eV. Its molar mass is 1269.7 u. For the HOMO-LUMO gap, the calculation gives 0.2046 Eh.

Each line ends with the Löwdin charge.
Positions of all 103 atoms, in Å:
Tl: -0.68 0.07 0.04  0.34
C: 3.91 -6.39 0.85  -0.07
C: 2.80 -6.65 -0.17  -0.56
C: 1.96 -7.83 0.34  -0.06
C: 3.45 -7.05 -1.50  -0.06
C: 1.91 -5.42 -0.37  -0.20
C: 2.14 -4.21 0.25  -0.09
C: 1.30 -3.12 0.04  -0.39
Se: 1.68 -1.45 0.90  1.19
C: 1.04 -1.80 2.68  -0.37
C: 1.59 -2.84 3.41  -0.08
C: 1.15 -3.12 4.70  -0.19
C: 0.16 -2.27 5.21  -0.01
C: -0.40 -1.20 4.53  -0.08
C: 0.03 -0.92 3.19  -0.41
O: -0.43 0.03 2.47  -0.31
C: -1.49 -0.39 5.27  -0.53
C: -1.99 0.87 4.56  -0.07
C: -0.93 0.07 6.63  -0.07
C: -2.70 -1.30 5.51  -0.05
C: 1.77 -4.27 5.49  -0.56
C: 3.27 -3.99 5.71  -0.06
C: 1.12 -4.44 6.87  -0.08
C: 1.62 -5.59 4.72  -0.05
C: 0.20 -3.14 -0.86  -0.40
O: -0.54 -2.13 -1.10  -0.24
C: -0.03 -4.42 -1.51  -0.07
C: 0.81 -5.48 -1.24  0.00
C: -1.23 -4.58 -2.45  -0.53
C: -1.30 -5.99 -3.05  -0.09
C: -1.14 -3.59 -3.63  -0.04
C: -2.54 -4.33 -1.68  -0.04
H: 4.52 -7.29 0.96  0.08
H: 3.50 -6.13 1.83  0.07
H: 4.57 -5.58 0.52  0.08
H: 2.59 -8.71 0.52  0.07
H: 1.18 -8.11 -0.38  0.07
H: 1.46 -7.56 1.28  0.09
H: 4.08 -7.94 -1.38  0.07
H: 4.08 -6.23 -1.87  0.08
H: 2.70 -7.27 -2.26  0.07
H: 2.98 -4.08 0.92  0.08
H: 2.36 -3.45 2.95  0.09
H: -0.20 -2.47 6.21  0.08
H: -1.18 1.57 4.33  0.08
H: -2.72 1.37 5.22  0.08
H: -2.49 0.63 3.61  0.06
H: -0.08 0.74 6.48  0.09
H: -0.60 -0.76 7.26  0.06
H: -1.71 0.62 7.18  0.07
H: -3.11 -1.62 4.55  0.07
H: -3.49 -0.76 6.05  0.08
H: -2.44 -2.19 6.08  0.07
H: 3.41 -3.05 6.25  0.08
H: 3.80 -3.91 4.75  0.07
H: 3.74 -4.80 6.29  0.07
H: 1.25 -3.54 7.48  0.08
H: 1.59 -5.28 7.39  0.07
H: 0.05 -4.64 6.77  0.09
H: 2.11 -5.54 3.75  0.06
H: 0.56 -5.79 4.54  0.09
H: 2.04 -6.42 5.29  0.08
H: 0.60 -6.43 -1.72  0.08
H: -0.40 -6.23 -3.62  0.08
H: -2.15 -6.04 -3.74  0.08
H: -1.45 -6.75 -2.28  0.08
H: -0.23 -3.78 -4.20  0.08
H: -1.13 -2.57 -3.25  0.07
H: -2.01 -3.72 -4.29  0.08
H: -2.65 -5.07 -0.88  0.09
H: -3.40 -4.40 -2.35  0.08
H: -2.53 -3.34 -1.22  0.04
Se: -2.83 -1.31 1.17  0.05
Se: -4.56 -0.98 -0.32  -0.24
Te: -4.30 1.51 -0.73  0.20
Se: -2.16 1.37 -1.98  -0.12
O: 1.52 1.34 0.12  -0.30
N: 1.63 2.64 0.25  -0.20
C: 2.82 3.20 -0.10  -0.04
C: 3.08 4.53 0.03  -0.11
C: 2.07 5.35 0.54  -0.12
C: 0.86 4.80 0.87  -0.12
C: 0.59 3.41 0.72  -0.66
S: -0.91 2.73 1.09  0.64
H: 3.54 2.48 -0.47  0.13
H: 4.05 4.92 -0.26  0.08
H: 2.24 6.42 0.68  0.09
H: 0.05 5.40 1.26  0.09
C: 2.27 -2.02 -4.83  -0.07
N: 1.88 -1.25 -3.67  -0.13
C: 2.84 -1.27 -2.57  -0.04
C: 0.83 -0.37 -3.60  -0.49
C: -0.14 -0.28 -4.75  0.00
O: 0.68 0.35 -2.62  -0.06
H: 2.76 -2.93 -4.49  0.09
H: 2.97 -1.47 -5.47  0.08
H: 1.41 -2.31 -5.43  0.06
H: 3.79 -0.84 -2.88  0.09
H: 3.00 -2.30 -2.24  0.09
H: 2.44 -0.68 -1.75  0.05
H: -0.10 -1.09 -5.46  0.05
H: 0.03 0.67 -5.27  0.09
H: -1.14 -0.22 -4.31  0.05

DFT (the ωB97M-V functional and the def2-TZVPD basis) results for C39H27NO3PSV as an isolated structure.

The calculation puts the HOMO energy (alpha / beta) at -10.140 / -10.154 eV. The total charge is +1. As for the total energy: -94316.0237 eV. The spin multiplicity is 2. Its LUMO energy (alpha / beta) is -3.6 / -3.7 eV. Its molar mass is 671.6 u. For the HOMO-LUMO gap (alpha / beta), the calculation gives 0.2413 / 0.2389 Eh.

Each line ends with the Löwdin charge.
Positions of all 73 atoms, in Å:
V: 0.20 -1.22 -0.12  0.86
C: 3.21 -1.23 3.91  -0.05
C: 3.49 -1.82 2.68  -0.06
C: 3.08 -1.21 1.51  -0.09
C: 2.38 0.00 1.56  -0.35
C: 2.09 0.58 2.80  -0.07
C: 2.51 -0.03 3.96  -0.05
P: 1.70 0.68 0.04  1.11
C: 3.02 1.07 -1.11  -0.34
C: 4.16 1.76 -0.69  -0.07
C: 5.15 2.09 -1.60  -0.06
C: 4.99 1.73 -2.94  -0.06
C: 3.86 1.05 -3.36  -0.06
C: 2.87 0.72 -2.45  -0.08
C: 0.64 2.06 0.41  -0.26
C: 0.70 3.33 0.01  0.02
C: -0.55 4.16 -0.01  -0.14
C: -2.63 3.37 -0.28  -0.10
C: -2.88 1.90 -0.35  -0.12
C: -4.02 1.22 -0.23  0.01
C: -4.04 -0.25 -0.20  -0.04
C: -2.93 -0.99 -0.06  -0.02
C: -1.64 -0.27 0.03  -0.22
C: -1.58 1.16 -0.50  -0.23
H: 3.53 -1.71 4.82  0.11
H: 4.04 -2.76 2.64  0.12
H: 3.32 -1.67 0.55  0.11
H: 1.54 1.51 2.84  0.11
H: 2.29 0.42 4.92  0.11
H: 4.29 2.02 0.36  0.12
H: 6.03 2.61 -1.28  0.11
H: 5.77 1.99 -3.65  0.11
H: 3.75 0.78 -4.40  0.11
H: 1.99 0.19 -2.78  0.09
H: 1.61 3.75 -0.42  0.12
H: -0.33 5.22 0.05  0.14
H: -3.54 3.96 -0.34  0.15
H: -4.97 1.74 -0.14  0.12
H: -5.01 -0.74 -0.23  0.11
H: -2.99 -2.07 0.04  0.10
C: -1.50 3.84 -1.25  -0.15
C: -1.02 2.79 -2.21  -0.01
C: -1.05 1.51 -1.86  0.01
C: -0.70 1.51 0.78  -0.28
C: -0.85 0.05 1.20  -0.25
C: -1.07 -0.25 2.62  -0.03
C: -1.47 0.74 3.42  -0.05
C: -1.72 2.10 2.93  0.01
C: -1.39 2.47 1.69  -0.12
C: -1.70 3.72 0.95  -0.10
H: -1.75 4.76 -1.78  0.14
H: -0.66 3.08 -3.19  0.12
H: -0.75 0.73 -2.55  0.11
H: -0.94 -1.26 3.00  0.11
H: -1.66 0.54 4.47  0.11
H: -2.20 2.81 3.60  0.12
H: -2.08 4.52 1.59  0.15
O: -0.27 -2.89 1.25  -0.32
S: 0.21 -3.98 0.36  0.73
O: 0.97 -5.04 0.92  -0.21
N: 0.92 -3.04 -0.80  -0.09
C: -0.02 -2.79 -1.76  -0.48
O: -0.04 -1.62 -2.20  0.01
C: -1.10 -3.80 -1.83  -0.13
C: -2.09 -3.97 -2.78  0.03
C: -3.06 -4.93 -2.53  -0.03
C: -3.05 -5.68 -1.36  -0.03
C: -2.08 -5.49 -0.39  0.00
C: -1.12 -4.54 -0.66  -0.22
H: -2.11 -3.38 -3.69  0.14
H: -3.84 -5.10 -3.26  0.12
H: -3.83 -6.42 -1.20  0.12
H: -2.08 -6.06 0.53  0.13